Record 1
This record from the OMol25 dataset describes a structure of composition C30H30N6OSZn. The level of theory is ωB97M-V with the def2-TZVPD basis set.

Results
Spin multiplicity   1
Charge   +2

Cartesian coordinates (Å):
1 Zn -0.65217 -0.23334 -0.00965
2 C -1.23439 1.27733 -3.79611
3 C -1.15019 2.29981 -2.70058
4 C -0.88129 3.62653 -3.04479
5 C -0.83698 4.58866 -2.06136
6 C -1.09237 4.20887 -0.75294
7 C -1.34773 2.87460 -0.48170
8 N -1.34287 1.92910 -1.43148
9 C -1.63529 2.42858 0.91174
10 C -2.05026 3.33468 1.87975
11 C -2.30343 2.88720 3.16091
12 C -2.16738 1.54395 3.45501
13 C -1.77364 0.67630 2.45177
14 N -1.49743 1.12621 1.21523
15 C -1.62590 -0.78679 2.69073
16 C -1.91455 -1.34593 3.92249
17 C -1.69480 -2.70027 4.11187
18 C -1.17408 -3.44373 3.07343
19 C -0.91447 -2.82678 1.85305
20 C -0.30123 -3.62479 0.73866
21 N -1.16972 -1.52550 1.66662
22 H -1.55873 1.75263 -4.72008
23 H -0.25890 0.82572 -3.99425
24 H -1.94494 0.49166 -3.54973
25 H -0.70984 3.88182 -4.08211
26 H -0.61832 5.62183 -2.30013
27 H -1.06961 4.94777 0.03369
28 H -2.20470 4.37379 1.63920
29 H -2.61679 3.58279 3.92857
30 H -2.37535 1.19192 4.45321
31 H -2.30730 -0.75269 4.73403
32 H -1.90846 -3.15740 5.06933
33 H -0.96522 -4.49798 3.19557
34 H -1.05970 -3.92148 0.01217
35 H 0.46213 -3.04236 0.22283
36 H 0.15645 -4.53160 1.12789
37 C 4.12228 2.35276 -1.65717
38 C 4.17531 1.15371 -2.36139
39 C 3.11333 0.27250 -2.31270
40 C 1.99315 0.58691 -1.53736
41 C 1.94452 1.78648 -0.82701
42 C 3.00305 2.67116 -0.89675
43 N 0.87047 -0.26376 -1.45233
44 N 0.79182 -1.16489 -2.30181
45 C -0.40816 -1.91183 -2.28958
46 C -0.53900 -2.92923 -3.21490
47 C -1.75183 -3.60154 -3.28691
48 C -2.78729 -3.21688 -2.45079
49 C -2.56143 -2.19837 -1.53587
50 N -1.39107 -1.57388 -1.44731
51 H 4.95654 3.04103 -1.70242
52 H 5.05003 0.91261 -2.95122
53 H 3.13268 -0.66063 -2.85959
54 H 1.07101 2.02012 -0.23035
55 H 2.96405 3.60923 -0.35795
56 H 0.28949 -3.16425 -3.86992
57 H -1.88853 -4.40832 -3.99519
58 H -3.75720 -3.69298 -2.49994
59 H -3.33657 -1.87676 -0.85005
60 C 2.94686 -0.13269 3.40310
61 S 2.73524 -0.42570 1.64670
62 C 3.13474 -2.17746 1.65819
63 O 1.24406 -0.34679 1.40700
64 H 2.23095 -0.73749 3.95952
65 H 2.77350 0.92738 3.58121
66 H 3.97228 -0.38815 3.67525
67 H 4.20025 -2.29226 1.86033
68 H 2.90956 -2.56084 0.66271
69 H 2.53538 -2.69031 2.41162

=====

Record 2
This record from the OMol25 dataset describes a structure of composition C30H30N7OPtS2Si. The level of theory is ωB97M-V with the def2-TZVPD basis set.

Results
Spin multiplicity   1
Energy relative to the best compared isomer or geometry (same formula, charge and spin)   180.01 kJ/mol
Charge   -1

Cartesian coordinates (Å):
1 Pt -0.06920 1.45010 -0.32803
2 S -0.76933 2.01526 -2.63558
3 C -2.09743 0.91593 -2.55191
4 C -2.40931 0.17722 -3.68632
5 C -3.58032 -0.56311 -3.78568
6 C -3.86667 -1.27736 -4.95395
7 N -4.08778 -1.85934 -5.92437
8 C -4.50960 -0.52624 -2.69744
9 C -4.16007 0.14349 -1.52793
10 C -2.95267 0.82195 -1.40841
11 S -2.53663 1.55264 0.09961
12 C -5.77627 -1.11074 -2.80985
13 N -6.84046 -1.54833 -2.88735
14 H -1.72152 0.20729 -4.51677
15 H -4.84782 0.14782 -0.69359
16 C 1.02117 -0.74470 4.24495
17 C 0.08157 0.35773 3.85103
18 C -0.73976 0.89628 4.80561
19 C -1.37369 2.12491 4.58642
20 C -1.07751 2.82453 3.44001
21 C -0.25323 2.27128 2.44704
22 N 0.19255 0.95973 2.61693
23 N 0.12988 2.88655 1.34514
24 Si 0.10828 4.57383 0.97326
25 C -1.63073 5.37692 0.93606
26 C 1.17919 5.48821 2.26832
27 C 0.96455 4.67585 -0.72749
28 H 0.57927 -1.36036 5.02287
29 H 1.91392 -0.27664 4.66503
30 H 1.33795 -1.38480 3.43451
31 H -0.85075 0.38745 5.75014
32 H -2.03334 2.53619 5.33507
33 H -1.49339 3.79878 3.25696
34 H -2.04880 5.46421 1.93559
35 H -2.30976 4.76721 0.34764
36 H -1.61047 6.37280 0.50511
37 H 0.73040 5.45704 3.25479
38 H 1.30319 6.52904 1.99181
39 H 2.16606 5.04388 2.33707
40 H 0.51233 5.42862 -1.36608
41 H 0.86836 3.71096 -1.23264
42 H 2.02251 4.90265 -0.64594
43 N 2.77070 -8.85901 -2.07691
44 C 2.59780 -7.71569 -2.10437
45 C 2.40807 -6.33526 -2.11444
46 C 1.52515 -5.72572 -1.19454
47 C 1.37170 -4.36604 -1.17465
48 C 2.08835 -3.54863 -2.06723
49 C 2.95243 -4.15235 -2.99795
50 C 3.10708 -5.51181 -3.02414
51 N 1.95130 -2.16279 -2.00284
52 C 2.91524 -1.23108 -2.30119
53 C 2.36223 -0.00537 -2.06184
54 N 1.08672 -0.16687 -1.62257
55 C 0.85925 -1.46449 -1.60561
56 H 0.98364 -6.34909 -0.49576
57 H 0.70983 -3.90700 -0.45511
58 H 3.47798 -3.54032 -3.71436
59 H 3.76920 -5.97359 -3.74129
60 H 3.89775 -1.51231 -2.62168
61 H 2.79352 0.97274 -2.17057
62 H -0.07599 -1.90582 -1.32954
63 C -0.57221 -1.94746 1.86446
64 O -0.35682 -0.78446 1.08512
65 C 0.56189 0.23669 1.39212
66 C 2.04874 -0.14974 1.35090
67 H -1.00223 -1.70957 2.84128
68 H 0.33269 -2.54795 1.99091
69 H -1.29923 -2.53570 1.30626
70 H 2.16901 -1.22608 1.21755
71 H 2.56528 0.17464 2.25109
72 H 2.53627 0.33541 0.50529

=====

Number 1: DFT total energy -101827.4144 eV. Number 2: DFT total energy -76871.2668 eV.